a) 17
Properties=species:S:1:pos:R:3 method="wB97M-V/def2-TZVPD" mol_weight_da=115.1 gap_ev=9.68 lumo_energy_ev=0.7 homo_energy_ev=-8.95 smiles="C=N[C@](C)(O)C(=C)O"
C 2.16 1.02 -0.02
N 0.90 1.06 -0.27
C 0.16 -0.24 0.04
C 0.00 -0.42 1.55
O 0.78 -1.39 -0.51
C -1.19 -0.09 -0.63
C -1.87 1.01 -0.94
O -1.84 -1.36 -0.82
H 2.68 0.13 0.37
H 2.78 1.91 -0.21
H 0.97 -0.31 2.06
H -0.68 0.32 1.97
H -0.36 -1.42 1.78
H 0.94 -1.14 -1.44
H -1.45 2.00 -0.77
H -2.85 0.94 -1.40
H -1.14 -2.04 -0.75

b) 17
Properties=species:S:1:pos:R:3 method="wB97M-V/def2-TZVPD" mol_weight_da=115.1 gap_ev=10.45 lumo_energy_ev=0.7 homo_energy_ev=-9.80 smiles="CNC(=O)CCC=O"
C -1.79 -0.72 -0.30
N -1.41 0.61 -0.68
C -0.40 1.34 -0.12
O -0.11 2.43 -0.56
C 0.43 0.73 1.01
C 1.20 -0.55 0.64
C 1.85 -0.51 -0.71
O 3.03 -0.39 -0.87
H -2.16 -0.78 0.72
H -2.69 -1.00 -0.85
H -1.06 -1.51 -0.49
H -1.74 0.96 -1.57
H 1.09 1.53 1.30
H -0.25 0.53 1.85
H 2.06 -0.53 1.32
H 0.72 -1.49 0.94
H 1.22 -0.63 -1.62

Preferred: b); penalty for the next structure: 1.108 eV.

a) 17
Properties=species:S:1:pos:R:3 method="wB97M-V/def2-TZVPD" mol_weight_da=115.1 gap_ev=9.93 lumo_energy_ev=0.8 homo_energy_ev=-9.08 smiles=O[C@@H]1CN[C@@H]2CO[C@H]12
O -2.17 -1.20 -0.16
C -1.32 -0.16 0.32
C -0.93 1.13 -0.53
N 0.44 1.47 -0.14
C 1.22 0.17 0.51
C 1.88 -0.73 -0.52
O 0.61 -1.69 -0.39
C 0.05 -0.79 0.71
H -1.74 -1.56 -0.98
H -1.93 -0.03 1.10
H -1.23 1.19 -1.70
H -1.45 2.02 -0.32
H 0.31 2.29 0.57
H 1.51 0.35 1.63
H 1.89 -0.25 -1.52
H 2.69 -1.13 -0.36
H 0.17 -1.08 1.79

b) 17
Properties=species:S:1:pos:R:3 method="wB97M-V/def2-TZVPD" mol_weight_da=115.1 gap_ev=10.03 lumo_energy_ev=0.3 homo_energy_ev=-9.71 smiles="C=CC(N)=O.CC=O"
C -0.56 -1.99 0.58
C 0.03 -1.31 -0.39
C 1.42 -0.69 -0.15
N 1.79 0.09 -1.18
O 1.99 -0.77 0.92
H -0.20 -1.93 1.60
H -1.42 -2.62 0.41
H -0.25 -1.44 -1.42
H 0.97 0.56 -1.75
H 2.65 0.61 -1.06
C -0.69 1.56 0.92
C -1.16 1.01 -0.39
O -0.62 1.26 -1.47
H -0.62 0.76 1.64
H 0.29 2.02 0.83
H -1.43 2.27 1.30
H -2.19 0.61 -0.37

Preferred: b); penalty for the next structure: 3.961 eV.